Entry 1:
This record from the Open Molecules 2025 dataset describes C38H45FN5O3S2Sr as an isolated structure. The level of theory is wB97M-V/def2-TZVPD.

```
95
Properties=species:S:1:pos:R:3:forces:R:3:lowdin_charge:R:1
Sr -0.226 0.527 -0.443 0.08 -0.94 0.15 1.48
C 1.468 -4.750 0.162 -0.06 0.05 -0.10 -0.06
C 1.993 -4.039 1.411 0.06 0.02 0.00 -0.36
C 2.550 -2.652 1.083 0.13 0.00 -0.08 -0.08
C 1.031 -3.936 2.581 -0.24 0.03 0.02 -0.14
C 1.387 -4.566 3.772 -0.01 0.05 -0.04 -0.06
C 0.619 -4.435 4.917 0.06 -0.05 0.08 -0.11
C -0.501 -3.622 4.881 -0.03 0.09 -0.06 -0.06
C -0.898 -2.970 3.715 0.10 -0.05 -0.21 -0.13
C -2.079 -2.013 3.805 0.01 -0.03 0.07 -0.37
C -3.293 -2.367 2.941 0.01 0.02 -0.03 -0.06
C -1.630 -0.572 3.565 -0.02 0.08 0.00 -0.06
C -0.158 -3.168 2.520 0.04 0.04 0.17 -0.19
N -0.579 -2.592 1.306 -0.01 -0.09 0.03 0.09
C -1.351 -3.381 0.560 -0.19 0.11 -0.11 -0.32
C -1.786 -4.709 0.850 -0.16 -0.06 -0.23 -0.05
C -2.585 -5.425 -0.030 0.08 -0.04 0.18 -0.13
C -3.019 -4.904 -1.242 -0.08 0.01 -0.16 -0.15
C -2.635 -3.599 -1.570 -0.02 -0.04 0.05 -0.06
C -1.855 -2.907 -0.689 0.24 -0.27 0.47 -0.24
F -1.482 -1.620 -1.011 -0.13 0.29 -0.43 -0.09
H 2.308 -4.992 -0.502 -0.06 0.03 0.05 0.07
H 0.761 -4.124 -0.388 0.14 -0.15 0.13 0.05
H 0.949 -5.677 0.415 0.05 0.02 0.00 0.08
H 2.834 -4.638 1.773 0.02 -0.06 0.04 0.12
H 1.733 -1.971 0.840 0.03 0.00 0.01 0.05
H 3.250 -2.697 0.238 -0.04 0.01 0.06 0.08
H 3.080 -2.256 1.955 -0.03 0.02 -0.08 0.08
H 2.296 -5.162 3.799 -0.04 0.03 -0.01 0.10
H 0.908 -4.937 5.836 -0.03 0.05 -0.09 0.09
H -1.084 -3.472 5.786 0.03 -0.01 -0.06 0.10
H -2.413 -2.069 4.846 -0.02 -0.06 0.04 0.11
H -3.129 -2.095 1.899 0.00 -0.02 0.01 0.07
H -4.169 -1.816 3.301 0.06 -0.03 -0.03 0.07
H -3.520 -3.435 2.976 0.01 0.03 0.01 0.08
H -1.186 -0.472 2.577 0.03 0.01 0.03 0.05
H -0.887 -0.262 4.306 -0.02 -0.03 -0.09 0.09
H -2.481 0.114 3.626 0.02 -0.03 0.01 0.08
H -1.476 -5.164 1.784 -0.01 0.03 -0.04 0.11
H -2.882 -6.432 0.249 0.01 0.04 -0.02 0.09
H -3.648 -5.478 -1.911 0.04 0.03 0.03 0.08
H -2.949 -3.117 -2.490 0.01 -0.03 0.05 0.11
O -1.755 1.783 1.054 -0.21 0.03 0.01 -0.24
C -2.596 2.727 0.449 0.12 0.20 0.22 -0.21
C -3.067 2.331 -0.924 -0.13 -0.11 -0.21 -0.25
C -4.147 3.024 -1.472 -0.03 0.09 -0.09 -0.02
C -4.570 2.727 -2.751 0.07 -0.05 0.05 -0.07
C -3.915 1.721 -3.454 -0.03 0.04 0.03 -0.07
C -2.875 1.067 -2.826 0.16 -0.13 0.11 -0.12
N -2.451 1.356 -1.589 -0.37 0.20 -0.09 0.04
H -1.001 2.256 1.506 -0.02 0.07 0.07 -0.05
H -2.076 3.690 0.364 0.00 -0.01 -0.02 0.13
H -3.491 2.888 1.060 0.01 0.04 0.08 0.13
H -4.636 3.796 -0.887 0.03 -0.04 -0.04 0.12
H -5.400 3.263 -3.194 0.01 -0.01 -0.01 0.10
H -4.207 1.445 -4.459 0.01 0.01 0.04 0.10
H -2.343 0.263 -3.332 -0.05 0.08 0.07 0.12
O 1.057 0.784 1.529 0.45 -0.01 0.24 -0.34
N 2.148 1.527 1.499 -0.11 0.32 0.07 -0.21
C 3.328 0.918 1.228 -0.19 0.25 0.06 -0.03
C 4.504 1.617 1.162 -0.06 -0.07 -0.02 -0.08
C 4.466 2.995 1.389 -0.11 0.13 0.04 -0.10
C 3.266 3.603 1.669 0.11 -0.18 -0.03 -0.11
C 2.050 2.885 1.737 0.07 -0.26 -0.15 -0.69
S 0.561 3.635 2.073 -0.03 0.03 0.05 0.63
H 3.237 -0.145 1.073 0.00 -0.03 0.00 0.10
H 5.423 1.094 0.937 -0.03 0.01 0.01 0.10
H 5.373 3.584 1.341 -0.01 -0.01 0.00 0.10
H 3.204 4.668 1.841 0.00 0.02 0.00 0.09
N 4.308 -3.850 -4.847 -0.20 0.04 -0.06 0.08
C 4.676 -2.811 -4.079 0.35 -0.03 -0.10 -0.83
S 6.251 -2.328 -3.995 -0.13 0.03 0.08 0.65
C 3.570 -2.170 -3.320 -0.22 0.20 0.17 -0.23
C 3.649 -0.838 -2.919 0.06 -0.14 -0.10 -0.01
C 2.578 -0.274 -2.244 0.10 0.10 0.01 -0.10
N 1.477 -0.963 -1.942 -0.09 0.07 0.00 0.02
C 1.403 -2.239 -2.304 -0.09 -0.04 0.04 -0.12
C 2.416 -2.880 -2.995 0.09 -0.06 -0.01 -0.01
H 5.008 -4.281 -5.424 0.05 -0.02 -0.01 0.09
H 3.338 -4.013 -5.059 0.02 -0.04 0.02 0.10
H 4.532 -0.256 -3.145 -0.01 -0.01 0.01 0.09
H 2.577 0.771 -1.933 0.00 -0.12 -0.08 0.09
H 0.503 -2.773 -2.015 0.07 0.05 -0.06 0.10
H 2.307 -3.934 -3.220 0.01 0.04 0.02 0.11
C -0.047 3.908 -3.091 -0.05 -0.05 0.01 -0.08
C 0.896 3.566 -1.931 0.01 -0.14 0.03 -0.62
C 2.353 3.694 -2.387 0.03 -0.07 0.00 -0.08
O 0.635 2.305 -1.437 0.28 0.42 -0.43 -0.50
H 0.132 4.912 -3.495 0.00 -0.05 0.04 0.07
H -1.086 3.847 -2.752 0.05 0.01 -0.05 0.06
H 0.092 3.175 -3.896 -0.02 0.05 0.05 0.07
H 0.738 4.325 -1.144 0.00 0.04 0.05 0.11
H 2.538 3.008 -3.225 0.00 0.05 0.09 0.07
H 3.015 3.422 -1.558 -0.02 0.02 -0.07 0.06
H 2.601 4.711 -2.715 -0.03 -0.06 0.03 0.07
```
Positions in Å, forces in eV/Å.

Computed properties:
HOMO, eV: -3.8
Energy relative to the best compared isomer or geometry (same formula, charge and spin), kJ/mol: 74.89
Net charge: -1
Multiplicity: 1

Entry 2:
This record from the Open Molecules 2025 dataset describes a 6-piece molecular cluster, C34H56F7N3O5 overall at a distorted geometry. The level of theory is wB97M-V/def2-TZVPD.

```
105
Properties=species:S:1:pos:R:3:forces:R:3:lowdin_charge:R:1
C 5.265 -3.287 1.893 0.17 0.51 -0.09 -0.10
C 4.273 -2.143 1.630 -0.26 0.06 0.07 -0.24
C 3.204 -2.481 0.560 0.20 -0.34 0.25 -0.16
C 1.742 -2.356 1.034 0.19 0.07 0.41 -0.12
C 0.941 -1.167 0.453 0.19 -0.24 -0.60 -0.26
C 0.703 -1.426 -0.983 -0.26 0.12 0.32 -0.15
N 0.493 -1.589 -2.097 0.06 -0.07 -0.26 0.23
C 1.807 0.129 0.506 1.55 -0.31 0.10 -0.25
C 1.058 1.322 0.084 -0.23 -0.40 0.06 -0.14
N 0.407 2.217 -0.210 0.08 0.25 -0.17 0.23
N 2.344 0.343 1.845 -1.74 1.06 0.53 0.12
C 3.021 1.402 2.081 0.48 -0.41 -0.33 -0.37
C 4.060 1.970 1.139 -0.45 0.73 -0.09 -0.01
C 2.761 2.137 3.360 0.66 -0.71 0.47 -0.02
C -0.444 -0.990 1.140 0.16 -0.33 0.13 -0.39
F -0.306 -0.307 2.286 -0.02 0.11 0.09 0.16
F -1.288 -0.301 0.339 0.05 0.14 -0.13 0.14
C -1.188 -2.312 1.494 -0.49 0.50 -0.12 -0.36
F -0.680 -2.844 2.614 0.23 -0.12 0.03 0.16
F -1.088 -3.191 0.482 0.14 -0.17 -0.04 0.16
C -2.716 -2.096 1.741 0.12 -0.64 0.29 -0.56
F -3.166 -3.164 2.410 -0.06 -0.13 0.06 0.17
F -3.388 -2.032 0.605 -0.05 0.31 -0.22 0.19
F -2.952 -1.027 2.485 -0.02 0.31 -0.04 0.20
H 4.809 -4.251 1.675 0.10 -0.01 0.03 0.06
H 6.170 -3.155 1.297 -0.07 -0.22 -0.08 0.07
H 5.551 -3.287 2.944 0.07 -0.09 -0.06 0.07
H 4.801 -1.230 1.343 0.08 -0.06 0.07 0.09
H 3.772 -1.904 2.571 -0.06 0.00 -0.08 0.09
H 3.386 -1.937 -0.370 -0.08 -0.04 -0.02 0.11
H 3.357 -3.533 0.313 -0.07 0.07 -0.20 0.11
H 1.713 -2.253 2.120 0.11 0.09 -0.05 0.10
H 1.233 -3.292 0.810 -0.19 0.18 -0.13 0.12
H 2.621 -0.004 -0.222 -0.25 -0.11 -0.19 0.15
H 4.813 1.215 0.910 -0.13 -0.07 -0.06 0.08
H 3.626 2.354 0.210 0.03 -0.17 -0.03 0.09
H 4.556 2.818 1.612 0.05 -0.06 -0.05 0.08
H 2.446 1.422 4.122 -0.18 0.13 -0.02 0.09
H 1.934 2.824 3.158 0.06 0.00 -0.01 0.10
H 3.621 2.695 3.729 -0.06 0.07 -0.08 0.08
C -2.925 6.491 -0.437 0.04 0.08 -0.13 -0.16
C -2.440 5.047 -0.530 -0.04 -0.03 0.04 -0.16
C -1.144 5.104 0.268 0.02 0.10 -0.02 -0.22
O -1.328 6.113 1.266 -0.04 0.02 -0.03 -0.15
C -2.511 6.866 0.978 -0.06 -0.11 0.06 -0.20
H -3.995 6.606 -0.606 -0.01 -0.04 0.05 0.10
H -2.392 7.110 -1.163 0.01 0.00 0.01 0.11
H -3.154 4.381 -0.041 0.01 -0.01 0.00 0.10
H -2.293 4.698 -1.552 0.01 0.02 -0.01 0.11
H -0.301 5.394 -0.369 0.01 -0.07 -0.03 0.11
H -0.903 4.159 0.748 0.03 0.03 0.06 0.08
H -3.286 6.587 1.700 -0.05 0.04 -0.03 0.11
H -2.296 7.929 1.094 0.05 -0.01 0.02 0.11
C 2.733 -6.875 4.611 -0.01 0.03 0.09 -0.17
C 1.643 -5.893 4.189 0.01 -0.03 -0.11 -0.16
C 2.362 -4.559 4.332 0.04 -0.01 0.13 -0.19
O 3.743 -4.810 4.056 -0.17 -0.06 0.09 -0.16
C 3.980 -6.219 4.033 0.00 0.00 -0.11 -0.20
H 2.581 -7.888 4.242 -0.01 0.01 -0.02 0.11
H 2.798 -6.915 5.700 0.01 -0.01 0.00 0.11
H 1.368 -6.065 3.145 -0.01 0.01 0.00 0.11
H 0.739 -5.952 4.792 0.01 0.00 0.02 0.11
H 2.275 -4.167 5.350 -0.06 0.00 -0.01 0.12
H 1.990 -3.803 3.640 0.04 0.03 -0.01 0.09
H 4.145 -6.528 2.994 0.01 -0.05 0.02 0.12
H 4.882 -6.439 4.605 0.02 0.05 0.00 0.12
C -2.512 1.211 -4.146 0.00 -0.01 -0.11 -0.17
C -1.098 1.766 -4.009 0.03 0.03 0.16 -0.17
C -1.205 3.080 -4.770 -0.03 -0.06 -0.09 -0.21
O -2.552 3.530 -4.610 0.00 0.00 0.01 -0.15
C -3.348 2.481 -4.056 0.03 0.02 0.12 -0.21
H -2.773 0.479 -3.383 0.02 0.01 0.02 0.11
H -2.638 0.743 -5.125 -0.02 0.00 0.00 0.11
H -0.872 1.958 -2.957 0.02 0.00 0.00 0.10
H -0.327 1.107 -4.405 -0.01 -0.01 -0.01 0.11
H -1.010 2.937 -5.839 0.04 -0.01 0.01 0.11
H -0.525 3.847 -4.396 -0.04 0.03 0.01 0.11
H -3.575 2.731 -3.013 -0.03 -0.05 0.01 0.11
H -4.287 2.416 -4.607 0.01 0.05 -0.02 0.11
C 2.529 -3.779 -5.224 0.08 0.03 -0.07 -0.17
C 3.215 -5.143 -5.194 -0.07 -0.03 0.06 -0.17
C 4.473 -4.839 -4.391 0.04 0.07 -0.07 -0.21
O 4.126 -3.796 -3.480 0.00 0.01 -0.01 -0.15
C 2.855 -3.242 -3.838 -0.02 -0.11 0.08 -0.22
H 1.458 -3.828 -5.414 0.00 -0.01 0.02 0.11
H 2.984 -3.148 -5.991 -0.01 0.01 0.00 0.11
H 2.591 -5.863 -4.661 0.01 -0.01 0.00 0.11
H 3.433 -5.548 -6.182 0.01 0.02 -0.01 0.11
H 5.280 -4.482 -5.040 0.00 -0.05 -0.03 0.12
H 4.839 -5.699 -3.828 0.01 0.02 0.03 0.11
H 2.113 -3.568 -3.103 -0.05 0.05 -0.03 0.10
H 2.914 -2.154 -3.805 0.03 0.00 0.04 0.11
C -7.476 3.707 0.787 -0.02 0.04 0.09 -0.17
C -8.397 4.749 0.157 0.02 -0.04 -0.10 -0.17
C -7.586 6.026 0.337 -0.01 0.01 0.10 -0.20
O -6.212 5.640 0.285 -0.01 -0.01 0.01 -0.15
C -6.104 4.217 0.368 -0.01 -0.02 -0.11 -0.21
H -7.667 2.689 0.451 0.00 0.01 -0.02 0.11
H -7.573 3.731 1.874 0.01 -0.01 0.00 0.11
H -8.533 4.535 -0.906 0.00 0.01 0.00 0.11
H -9.381 4.806 0.620 0.01 0.00 0.02 0.11
H -7.783 6.486 1.311 -0.05 0.01 -0.01 0.12
H -7.779 6.766 -0.440 0.05 0.01 -0.01 0.12
H -5.821 3.831 -0.617 0.01 -0.05 0.02 0.12
H -5.318 3.959 1.079 0.01 0.05 0.01 0.11
```
Positions in Å, forces in eV/Å.

Computed properties:
Structure (SMILES): CCCC[C@](C#N)([C@@H](C#N)N=C(C)C)C(F)(F)C(F)(F)C(F)(F)F.C1CCOC1.C1CCOC1.C1CCOC1.C1CCOC1.C1CCOC1
HOMO, eV: -8.9
Energy relative to the best compared isomer or geometry (same formula, charge and spin), kJ/mol: 0.00
Net charge: 0
Multiplicity: 1

Entry 3:
This record from the Open Molecules 2025 dataset describes a 2-piece molecular cluster, C10H16O overall at a distorted geometry. The level of theory is wB97M-V/def2-TZVPD.

```
27
Properties=species:S:1:pos:R:3:forces:R:3:lowdin_charge:R:1
C -0.292 2.579 -0.698 -1.41 -0.64 0.30 -0.05
C -0.334 1.522 0.402 0.45 0.55 -1.24 -0.29
C 0.710 0.594 0.308 -0.19 -0.68 0.05 -0.08
C 0.997 -0.316 1.320 -0.95 1.79 1.14 0.00
C 0.289 -0.066 2.516 -1.42 -1.90 0.38 -0.30
O 0.393 -0.829 3.663 0.06 0.30 -0.04 0.03
C -0.900 0.662 2.533 -0.67 0.94 -1.29 -0.02
C -1.239 1.478 1.448 1.12 -0.52 0.44 -0.04
H -1.213 3.171 -0.771 0.25 0.10 0.44 0.08
H -0.270 2.071 -1.667 0.73 0.27 0.02 0.06
H 0.559 3.208 -0.449 0.03 0.21 -0.65 0.08
H 1.235 0.510 -0.640 0.12 0.19 0.13 0.11
H 1.711 -1.108 1.240 0.41 -0.18 -0.01 0.10
H 1.195 -1.336 3.693 0.63 -0.30 -0.17 0.09
H -1.700 0.566 3.260 0.76 -0.24 0.62 0.12
H -2.162 2.044 1.466 0.13 0.13 -0.12 0.11
C 1.295 -2.251 -3.314 1.48 0.73 1.11 -0.13
C -0.010 -1.564 -3.657 -2.69 -1.05 -1.52 -0.31
C -1.027 -0.971 -2.639 2.75 0.91 0.86 -0.10
H 2.162 -1.730 -3.735 -0.15 0.08 0.03 0.07
H 1.503 -2.290 -2.239 -0.24 0.41 0.16 0.06
H 1.468 -3.295 -3.564 -0.78 -0.10 -0.65 0.06
H -0.671 -2.359 -4.013 0.38 -0.30 -0.64 0.08
H 0.004 -0.876 -4.522 0.67 -0.33 0.37 0.10
H -0.982 0.113 -2.703 -0.28 0.23 -0.02 0.04
H -0.582 -1.169 -1.650 -0.97 -0.25 0.09 0.06
H -2.041 -1.290 -2.799 -0.20 -0.33 0.22 0.06
```
Positions in Å, forces in eV/Å.

Computed properties:
Structure (SMILES): Cc1ccc(O)cc1.CCC
HOMO, eV: -8.3
Energy relative to the best compared isomer or geometry (same formula, charge and spin), kJ/mol: 204.74
Net charge: 0
Multiplicity: 1

Entry 4:
This record from the Open Molecules 2025 dataset describes a 2-piece molecular cluster, C2H4INS overall at a distorted geometry. The level of theory is wB97M-V/def2-TZVPD.

```
9
Properties=species:S:1:pos:R:3:forces:R:3:lowdin_charge:R:1
C 1.159 -0.751 -0.821 0.21 0.88 -0.68 -0.61
C -0.337 -1.925 0.705 -1.67 -1.60 1.44 -0.03
N 0.536 -1.411 -0.016 1.29 0.41 -0.89 -0.21
S -0.472 3.053 -0.305 0.71 -1.90 0.98 0.45
I 3.019 0.165 -0.466 -0.21 -0.54 0.15 0.69
H -0.839 -1.265 1.402 -0.31 -0.07 -0.06 0.08
H -0.629 -2.999 0.659 0.66 0.93 0.06 0.09
H -0.930 1.726 -0.167 0.51 1.52 -0.22 -0.18
H -1.506 3.408 -0.991 -1.20 0.36 -0.77 -0.28
```
Positions in Å, forces in eV/Å.

Computed properties:
HOMO, eV: -8.2
Energy relative to the best compared isomer or geometry (same formula, charge and spin), kJ/mol: 253.87
Net charge: 0
Multiplicity: 1

Entry 5:
This record from the Open Molecules 2025 dataset describes one molecule with the formula C2H4O3 at a distorted geometry. The level of theory is wB97M-V/def2-TZVPD.

```
9
Properties=species:S:1:pos:R:3:forces:R:3:lowdin_charge:R:1
C -0.410 0.587 0.014 2.25 1.86 -1.09 0.04
C 1.007 0.086 -0.044 -1.66 -5.20 -1.15 -0.48
O 1.140 -1.436 -0.829 -0.52 5.38 0.21 -0.04
O 1.844 0.115 1.019 -0.46 -1.98 3.75 0.09
O 2.064 0.847 -0.128 1.76 2.91 -3.80 0.12
H -0.436 1.445 0.678 -0.10 -0.21 0.52 0.10
H -1.147 -0.119 0.148 -1.25 -1.71 0.79 0.06
H -0.612 1.026 -0.945 -0.08 0.13 -0.77 0.09
H 1.129 -1.991 -0.080 0.07 -1.18 1.54 0.01
```
Positions in Å, forces in eV/Å.

Computed properties:
Structure (SMILES): CC1(O)OO1
HOMO, eV: -10.9
Energy relative to the best compared isomer or geometry (same formula, charge and spin), kJ/mol: 491.51
Net charge: 0
Multiplicity: 1

Entry 6:
This record from the Open Molecules 2025 dataset describes an isolated ion of composition C3H5N2 and charge +1 at a distorted geometry. The level of theory is wB97M-V/def2-TZVPD.

```
10
Properties=species:S:1:pos:R:3:forces:R:3:lowdin_charge:R:1
C -0.862 -0.460 -0.689 0.27 0.32 0.34 -0.01
C 0.164 -1.167 -0.189 0.61 0.70 0.86 0.01
N 0.920 -0.260 0.566 0.17 -1.01 -0.59 0.13
C 0.397 0.936 0.471 -0.79 0.72 0.10 -0.05
N -0.718 0.844 -0.254 0.80 -0.15 -0.27 0.12
H -1.694 -0.749 -1.254 -0.81 -0.38 -0.76 0.13
H 0.488 -2.182 -0.221 -0.25 -0.40 -0.22 0.14
H 1.787 -0.527 1.010 -0.05 0.31 0.21 0.19
H 0.702 1.859 0.927 0.41 -0.02 0.09 0.17
H -1.169 1.655 -0.655 -0.36 -0.09 0.24 0.19
```
Positions in Å, forces in eV/Å.

Computed properties:
Structure (SMILES): c1c[nH+]c[nH]1
HOMO, eV: -15.2
Energy relative to the best compared isomer or geometry (same formula, charge and spin), kJ/mol: 9.64
Net charge: +1
Multiplicity: 1